# 1
This record from the Open Molecules 2025 dataset describes a cluster of 8 separate species, C57H92F2NO17 in total in a non-equilibrium geometry. The level of theory is the ωB97M-V functional and the def2-TZVPD basis.

```
169
Properties=species:S:1:pos:R:3:forces:R:3
C -8.08270 7.74308 -0.39558 -0.1 0.0 -0.3
C -7.35943 6.84399 -1.39137 -0.2 0.1 -0.2
C -6.29873 7.59997 -2.20307 0.0 -0.6 0.3
C -6.21170 7.13004 -3.64965 -0.1 0.9 -0.1
C -5.24846 7.99777 -4.47918 0.0 -0.9 0.0
C -3.80941 7.45732 -4.49114 0.2 1.0 0.6
C -2.88158 8.33020 -3.62903 0.2 -0.1 -0.9
C -1.47375 7.73975 -3.57827 0.0 -0.3 0.8
C -1.26825 6.61433 -2.54443 0.0 0.3 -0.6
C 0.23159 6.36130 -2.33549 -0.8 0.0 0.3
C 0.55777 4.93892 -1.84863 0.6 0.1 -0.5
C 1.45936 4.14960 -2.82683 0.1 0.4 0.2
C 2.64542 3.46765 -2.16288 -0.6 -0.8 0.0
C 2.23803 2.38037 -1.15959 0.5 -0.2 -0.1
C 3.38562 1.37497 -0.98396 -0.6 0.3 0.6
C 3.27642 0.52636 0.30422 0.5 0.0 -0.8
C 3.30480 -0.96521 -0.01947 0.0 0.1 1.3
C 3.44397 -1.79744 1.28719 -0.2 -0.1 -0.4
C 2.62939 -3.06491 1.28515 0.5 -0.4 0.1
C 3.25684 -4.30406 1.30330 -0.9 0.7 0.0
N 2.54888 -5.45957 1.34841 -0.2 0.2 -0.2
C 3.36705 -6.71409 1.35951 0.8 0.1 -0.2
O 4.08681 -6.78858 2.52819 -0.2 -0.5 -0.1
C 3.54880 -7.78697 3.42534 0.0 0.4 0.0
C 1.20611 -5.45697 1.38586 -0.6 0.4 0.1
C 0.41030 -6.73890 1.50704 0.4 0.0 0.0
F -0.67055 -6.46274 2.33020 -0.1 0.1 -0.1
C -0.07005 -7.28049 0.16682 0.1 -0.4 1.1
C -0.51039 -8.72837 0.35232 -0.1 0.0 -0.8
C 0.51194 -4.24007 1.32581 0.9 -0.3 0.0
C 1.22553 -3.05398 1.27518 0.0 -0.7 -0.3
C 0.46156 -1.76571 1.26357 0.5 -1.2 -0.9
O 0.33620 -1.07206 2.19169 -0.3 1.3 1.4
O -0.17845 -1.42240 0.09992 -0.1 0.2 -0.3
F 0.25505 -2.29114 -0.92533 -0.1 0.0 -0.1
H -7.38179 8.38440 0.13497 0.0 -0.1 0.3
H -8.76468 8.40229 -0.93354 0.0 0.1 0.0
H -8.69293 7.17360 0.30154 0.1 0.0 0.2
H -8.09774 6.44331 -2.09038 -0.1 -0.1 0.0
H -6.93087 5.97704 -0.88974 0.1 0.0 0.1
H -6.53796 8.66291 -2.17184 0.1 0.1 -0.1
H -5.33265 7.46040 -1.71600 0.1 0.3 0.0
H -7.20678 7.24221 -4.08532 -0.1 -0.3 0.0
H -5.92479 6.08008 -3.68482 -0.1 -0.1 -0.1
H -5.61489 8.06350 -5.50271 -0.1 0.0 -0.1
H -5.27274 9.00197 -4.05775 0.1 0.2 -0.1
H -3.75288 6.43748 -4.11084 -0.2 -0.2 -0.2
H -3.40192 7.49427 -5.50035 0.0 -0.3 -0.1
H -3.30874 8.52231 -2.64676 0.1 -0.2 0.0
H -2.81690 9.30063 -4.13007 -0.1 0.1 0.0
H -1.21147 7.29526 -4.54102 0.1 0.3 -0.3
H -0.73565 8.51011 -3.34350 0.0 0.2 -0.1
H -1.76017 5.71128 -2.91295 0.0 -0.1 0.0
H -1.75447 6.89835 -1.61905 0.0 -0.1 0.2
H 0.74063 6.61520 -3.26482 0.2 -0.2 -0.1
H 0.56650 7.08928 -1.59547 0.2 0.1 0.0
H 1.08573 5.00845 -0.89788 -0.1 -0.1 0.2
H -0.36065 4.37711 -1.70083 -0.1 0.0 0.3
H 1.85165 4.82641 -3.58493 0.0 0.1 -0.1
H 0.87694 3.40088 -3.36536 0.0 -0.1 0.0
H 3.21131 2.95196 -2.94180 0.3 0.2 -0.1
H 3.30387 4.16726 -1.64867 0.1 0.2 -0.2
H 1.99735 2.81029 -0.18818 -0.2 0.1 0.0
H 1.36298 1.83913 -1.52478 -0.2 0.1 0.1
H 3.40206 0.72605 -1.85798 0.2 0.0 -0.1
H 4.31323 1.94460 -0.95419 0.2 -0.1 -0.1
H 2.38345 0.78033 0.87368 -0.1 0.0 0.1
H 4.14585 0.75430 0.91984 -0.1 0.0 0.3
H 2.38491 -1.24999 -0.52007 0.1 0.0 -0.5
H 4.17648 -1.16646 -0.63439 -0.1 -0.2 -0.4
H 4.49120 -2.04315 1.43964 0.1 0.0 0.2
H 3.12407 -1.20305 2.14186 0.0 0.1 0.1
H 4.33272 -4.36675 1.29471 0.1 -0.3 0.0
H 2.74329 -7.57831 1.16263 -0.2 0.0 0.1
H 4.06333 -6.61852 0.52716 0.0 0.2 -0.1
H 2.65511 -7.38413 3.90040 -0.1 -0.1 0.2
H 4.30708 -7.99424 4.17081 0.1 0.1 0.1
H 3.29751 -8.69545 2.88598 0.1 0.1 0.0
H 1.00012 -7.48489 2.03760 0.0 -0.1 0.0
H -0.91640 -6.67782 -0.14782 0.1 0.2 -0.3
H 0.75579 -7.20292 -0.53525 -0.1 0.1 -0.3
H -1.02221 -9.03438 -0.55688 -0.1 -0.1 0.0
H 0.33941 -9.39590 0.47339 0.1 0.0 0.3
H -1.21678 -8.83594 1.16948 0.1 0.0 0.2
H -0.56576 -4.27685 1.33871 -0.1 0.1 0.0
O -2.96378 8.38294 -0.53317 -0.2 0.1 0.4
C -2.46245 9.35369 -0.03553 0.2 -0.2 -0.1
O -2.94612 10.59428 -0.23316 0.0 0.0 0.0
C -2.08067 11.56898 0.38938 0.1 0.2 0.1
C -1.32357 10.80143 1.45995 -0.1 -0.1 0.2
C -1.22186 9.41305 0.83457 -0.2 0.3 0.3
H -1.41497 11.97617 -0.37142 0.0 0.0 0.0
H -2.69053 12.37367 0.79325 -0.1 -0.1 -0.1
H -0.36854 11.24727 1.70712 0.0 0.0 -0.1
H -1.92201 10.74999 2.37260 0.0 0.0 0.0
H -0.34291 9.31817 0.19350 0.0 0.0 0.0
H -1.23346 8.61384 1.57072 0.1 -0.1 -0.2
O 1.89584 -10.22300 3.03713 0.0 -0.1 -0.1
C 1.92213 -11.22655 3.70403 -0.3 0.1 0.0
O 2.07015 -12.44007 3.16113 0.1 0.0 0.0
C 1.95404 -13.46025 4.17885 -0.1 -0.3 0.2
C 2.27607 -12.75207 5.48637 0.0 0.1 0.0
C 1.76180 -11.33963 5.20711 0.3 -0.3 0.0
H 0.93659 -13.85440 4.15723 0.0 0.0 0.0
H 2.64665 -14.26678 3.95556 0.0 0.1 -0.2
H 1.82513 -13.22897 6.35292 -0.1 0.0 -0.1
H 3.35579 -12.72712 5.63996 0.0 0.0 0.0
H 0.70374 -11.23073 5.45002 0.0 0.1 0.0
H 2.33872 -10.57105 5.71472 -0.2 0.1 0.0
O -1.01949 -16.11771 3.65406 0.0 0.2 0.1
C -1.28021 -15.58090 2.61515 0.0 -0.4 -0.1
O -1.96023 -14.41761 2.53903 0.1 0.1 0.0
C -2.20795 -14.06881 1.15560 0.4 -0.2 -0.1
C -1.14447 -14.82357 0.36840 0.1 -0.1 0.0
C -0.94508 -16.07727 1.22056 0.1 0.5 -0.2
H -3.21127 -14.38693 0.89607 -0.1 -0.1 0.0
H -2.13732 -12.99492 1.04265 -0.1 0.1 0.2
H -1.43873 -15.02372 -0.65949 -0.1 0.0 0.0
H -0.21910 -14.24487 0.34750 0.0 0.0 0.0
H -1.64563 -16.87083 0.95742 0.0 -0.1 0.0
H 0.07336 -16.45282 1.18285 -0.1 -0.2 0.1
O 1.12906 12.23895 0.15346 0.1 -0.1 0.1
C 1.93304 12.68147 0.92352 0.0 0.3 -0.2
O 1.90214 12.39000 2.24623 0.0 -0.1 0.0
C 2.91371 13.14223 2.94350 0.2 0.1 0.1
C 3.94046 13.50572 1.87954 0.0 0.0 -0.1
C 3.07083 13.63787 0.63169 0.3 -0.2 0.3
H 2.44254 14.02178 3.38749 0.0 0.0 0.0
H 3.32512 12.52675 3.73963 -0.1 -0.1 0.0
H 4.50991 14.40061 2.12049 0.0 0.0 0.0
H 4.64659 12.68686 1.74560 0.0 0.0 0.0
H 2.65758 14.64178 0.52053 0.0 0.0 -0.1
H 3.59407 13.34969 -0.27579 -0.1 0.1 -0.1
O 6.45128 13.40529 -0.77583 0.0 -0.1 0.1
C 7.27704 13.84576 -0.03170 -0.1 0.2 -0.2
O 7.28865 13.55180 1.29128 0.1 0.0 0.1
C 8.31817 14.30315 1.95994 0.2 0.1 0.0
C 9.31466 14.67028 0.86748 0.0 0.1 -0.1
C 8.40614 14.80501 -0.35449 0.3 -0.2 0.3
H 7.86148 15.18338 2.41762 0.0 0.0 0.0
H 8.75360 13.68577 2.74150 -0.1 -0.1 0.0
H 9.89029 15.56426 1.09690 -0.1 0.0 0.0
H 10.01565 13.84884 0.71519 0.0 0.0 0.0
H 7.99045 15.80906 -0.44952 0.0 0.0 -0.1
H 8.89623 14.51906 -1.28020 -0.2 0.1 -0.1
O -4.32995 -12.43340 0.18209 -0.2 0.0 -0.1
C -5.46742 -12.78180 0.32497 0.0 0.4 0.0
O -6.05321 -13.68641 -0.48832 0.0 -0.1 0.0
C -7.44482 -13.83651 -0.14702 -0.2 0.0 0.1
C -7.55116 -13.36901 1.29855 0.0 0.1 0.1
C -6.46135 -12.29954 1.36341 -0.2 -0.4 0.1
H -8.03341 -13.22029 -0.82910 0.0 0.0 0.0
H -7.72947 -14.87682 -0.27978 0.1 0.0 -0.1
H -8.54436 -13.01199 1.56120 0.0 0.0 -0.1
H -7.30004 -14.18960 1.97166 0.0 0.0 0.0
H -6.82774 -11.31765 1.06055 0.1 0.0 0.0
H -5.99189 -12.23405 2.34079 0.1 0.2 -0.1
O -1.60057 -7.55571 -2.59378 0.1 0.0 0.1
C -1.16858 -6.57441 -3.12017 -0.3 0.0 0.0
O -0.17320 -5.83255 -2.55803 0.1 0.2 -0.2
C 0.06818 -4.65616 -3.35871 0.1 0.1 -0.1
C -0.45715 -4.99793 -4.74633 -0.1 -0.1 0.0
C -1.61411 -5.94135 -4.42125 0.5 0.1 -0.1
H -0.46760 -3.81854 -2.91023 0.0 0.0 0.0
H 1.13465 -4.43960 -3.35359 0.0 -0.1 0.1
H -0.74468 -4.12105 -5.32162 0.0 0.0 0.1
H 0.30697 -5.53412 -5.31006 0.0 0.0 0.0
H -2.54666 -5.40427 -4.24266 -0.1 -0.1 0.0
H -1.76548 -6.70137 -5.18159 -0.2 -0.1 0.1
```
Positions in Å, forces in eV/Å.

LUMO   -3.8 eV
Total charge   +1

---

# 2
This record from the Open Molecules 2025 dataset describes a cluster of 20 separate species, H39O20 in total in a non-equilibrium geometry. The level of theory is the ωB97M-V functional and the def2-TZVPD basis.

```
59
Properties=species:S:1:pos:R:3:forces:R:3
O 0.23005 -0.39448 3.58876 1.3 1.7 -3.9
H 0.15244 2.34104 3.96015 0.7 -1.0 1.9
O -4.09218 -2.55305 2.10023 -1.7 0.3 1.8
H -4.60431 -2.75552 1.32493 0.9 -0.1 -1.0
H -3.16047 -2.43261 2.09194 0.8 -0.2 -0.9
O 4.72766 -1.20956 -1.93382 0.3 -0.2 1.7
H 2.64176 3.14544 -1.33573 0.2 0.0 0.3
H 4.77275 -0.70078 -2.71037 0.2 1.0 -1.5
O 2.37994 1.16085 0.38449 -0.5 -0.8 1.2
H 1.41032 1.03055 0.32239 0.4 0.0 -0.3
H -0.12180 1.99506 -1.17565 1.5 1.1 0.6
O 0.58663 2.81040 -1.25650 -2.6 -1.0 -2.1
H -1.11792 -4.42312 0.18674 -1.4 -2.6 0.1
H 4.36622 -2.04095 -2.17467 -0.5 -1.2 -0.5
O 2.06812 0.24428 -3.91715 -1.5 -0.9 -1.1
H -0.12246 -0.81089 4.31115 -1.2 -2.2 2.5
H 2.57554 0.46248 1.06055 -0.2 1.1 -1.0
O -4.70116 -2.17855 -1.29110 2.4 1.3 -1.2
H -3.72637 -2.04327 -1.49389 -0.9 -1.6 1.3
H -4.85518 -1.44075 -1.89877 -1.6 0.1 0.1
O -0.26570 1.14235 -4.60668 -0.6 1.0 0.4
H 1.62671 1.06872 -3.73468 -0.2 0.5 0.0
H -0.93530 -2.17196 -0.51033 3.2 1.9 3.2
O 3.26296 -0.48294 3.75068 3.0 2.5 2.6
H 2.85710 -0.41893 2.93991 -1.9 -0.3 -2.9
H 3.73273 0.42833 3.74108 -0.9 -2.3 0.4
O -0.71207 0.74569 -0.54146 2.5 -0.9 -4.3
H -1.19496 0.76610 0.20786 -2.6 0.4 3.9
H -1.84522 -1.61572 -1.58290 1.1 -1.7 1.1
O -2.04102 -4.81250 0.45899 2.8 5.4 -0.2
H 0.16256 -0.40295 -0.38107 0.4 0.0 1.2
H -2.17387 -3.76794 0.55811 -1.5 -3.1 0.0
O -0.01184 2.78843 3.16549 -2.0 -0.3 -2.4
H -3.19959 -0.36859 1.70200 -1.2 -0.8 -1.8
H 2.93340 0.27059 -3.60130 2.0 0.3 1.1
O 0.81068 -1.14337 0.12135 -0.1 -0.5 -2.3
H 1.37049 -1.47161 -0.64607 -0.7 0.5 1.6
H -0.70577 1.39059 -3.77575 0.2 0.0 -0.3
O 3.11107 3.20734 -2.17075 -0.6 -0.4 -1.1
H -0.51913 0.22593 -4.68563 0.0 -0.6 -0.1
H 2.34874 2.94742 -2.74403 0.9 0.5 0.6
O -2.63199 3.59522 -0.25000 -3.7 -1.0 -4.4
H -3.28149 3.37606 -1.17519 2.7 1.0 4.4
H -1.79313 3.47178 -0.68840 1.1 -0.1 0.0
O -0.02982 -1.29927 -3.11844 0.9 2.6 -7.3
H -0.15142 -1.61187 -2.30641 0.3 -1.7 5.1
H -3.24909 0.03262 4.69528 -2.1 -0.8 -0.7
O -2.95688 0.13238 2.43788 2.6 -0.7 1.7
H 0.78227 -0.79231 -3.46751 -1.0 -1.1 1.9
H -3.47594 0.88276 2.57376 -1.5 1.7 -0.2
O -1.51512 -2.46663 -1.12927 -4.0 0.4 -4.0
H 0.99136 2.78056 -0.42051 0.6 0.0 1.8
H -0.70304 2.17382 2.76659 1.3 1.3 0.5
O 5.00503 0.47356 0.08154 2.5 -0.2 0.9
H 4.76338 1.30561 -0.28981 -1.1 0.5 -0.3
H 4.27729 -0.09471 0.26275 -0.9 0.0 -0.5
O -2.46829 0.31676 5.09974 2.8 0.3 -0.1
H -1.84479 0.14919 4.34395 -0.6 0.5 1.0
H 0.26012 -0.95708 2.77555 -0.3 0.4 1.3
```
Positions in Å, forces in eV/Å.

LUMO   1.9 eV
Energy relative to the best compared isomer or geometry (same formula, charge and spin)   165.8 kcal/mol
Total charge   -1

---

HOMO energy per entry: -0.3912, -0.2643 Eh